[1]
Density functional theory data (ωB97M-V/def2-TZVPD) for C18H24O5 in the gas phase in a non-equilibrium geometry.

Last column: natural (NBO) charge in e.
Element x y z (Å)
C: -0.76892 3.25709 1.86391  -0.6023
C: 0.15164 2.22070 2.59464  -0.2715
C: -0.69814 1.11359 3.15687  -0.1516
C: -0.16593 -0.15996 3.43090  -0.2067
C: 1.25986 -0.44237 3.11636  -0.0604
C: 1.85384 -1.64141 3.54435  -0.2386
C: 3.16070 -2.01643 3.13222  0.2939
O: 3.65119 -3.24967 3.58641  -0.6766
C: 3.89310 -1.09918 2.35292  -0.2765
C: 3.32543 0.12634 1.94966  -0.1933
C: 2.02287 0.45016 2.34145  -0.0134
C: 1.40425 1.73813 1.81088  -0.2186
C: 1.14814 1.58412 0.31265  -0.3971
C: 0.07365 0.54082 -0.02543  -0.4176
C: -0.26425 0.46200 -1.53802  0.1198
O: 0.89702 0.03796 -2.23987  -0.7611
C: -1.45203 -0.46012 -1.85331  -0.4371
C: -1.72063 -0.66475 -3.37395  0.1133
O: -0.58982 -1.25214 -4.01460  -0.7611
C: -2.97108 -1.51437 -3.62190  -0.5371
C: -3.42801 -1.71254 -5.08209  0.8091
O: -2.66438 -1.57071 -6.02594  -0.6217
O: -4.67769 -2.19443 -5.20657  -0.6750
H: -0.18335 4.15047 1.56967  0.2121
H: -1.20372 2.81859 0.94489  0.2041
H: -1.59056 3.58958 2.53304  0.2127
H: 0.57194 2.77413 3.47266  0.2199
H: -1.71611 1.33670 3.43098  0.2044
H: -0.78341 -0.95209 3.81001  0.2116
H: 1.23353 -2.37106 4.07105  0.2163
H: 4.41889 -3.48862 3.04742  0.4778
H: 4.89954 -1.37593 2.13149  0.2044
H: 3.92028 0.80615 1.33828  0.2180
H: 2.16986 2.50489 1.91206  0.2149
H: 2.10237 1.31458 -0.13850  0.2233
H: 0.91074 2.54025 -0.16680  0.2036
H: -0.86254 0.78322 0.47023  0.1991
H: 0.37814 -0.46563 0.30324  0.2184
H: -0.54157 1.44310 -1.91706  0.1430
H: 0.62378 -0.50345 -3.02947  0.5024
H: -2.32645 -0.00697 -1.39626  0.2158
H: -1.22897 -1.45447 -1.40226  0.2114
H: -1.88845 0.33457 -3.84626  0.1695
H: -0.77615 -1.49466 -4.94090  0.5130
H: -2.86237 -2.50392 -3.18626  0.2451
H: -3.79543 -1.03265 -3.07276  0.2363
H: -4.91080 -2.29960 -6.15002  0.5040

Cartesian forces, eV/Å:
C 0.6 -0.1 -0.1
C -0.1 0.8 0.7
C 1.9 -3.5 0.7
C -0.4 3.6 -1.2
C 0.4 -0.5 0.1
C 0.3 -0.6 -0.7
C -0.9 0.8 0.5
O -0.2 1.2 -0.7
C -0.9 -0.4 0.6
C -0.2 -1.0 0.8
C -0.1 0.3 -0.1
C -0.5 0.0 -0.2
C -0.1 -0.3 -0.5
C -0.2 -0.1 -1.1
C 0.5 -0.5 -0.2
O 0.0 -0.5 -0.5
C 0.8 -0.8 -0.3
C -0.3 0.6 -0.8
O 0.2 -0.5 0.1
C -1.2 0.6 0.1
C 1.7 -0.3 -0.2
O -1.0 0.1 0.8
O 0.1 0.4 0.0
H -0.3 -0.4 0.1
H 0.1 0.3 0.5
H 0.5 -0.3 -0.4
H -0.4 -0.3 -0.3
H -0.3 0.0 -0.1
H -0.1 -0.2 0.3
H 0.3 0.2 0.0
H -0.2 0.1 0.2
H 0.6 0.1 -0.4
H -0.2 -0.1 0.2
H 0.0 0.2 0.0
H 0.0 -0.3 -0.2
H -0.2 0.0 0.2
H -0.1 0.0 0.3
H 0.0 0.3 0.0
H 0.0 0.6 0.1
H 0.4 0.7 0.9
H -0.3 -0.2 0.1
H -0.4 0.5 -0.2
H 0.0 -0.4 0.4
H -0.3 0.4 0.5
H 0.1 -0.2 0.0
H 0.1 -0.2 -0.2
H 0.4 0.1 0.4

Calculated values
Lowest unoccupied orbital energy: 0.470 eV
ΔE to the lowest compared entry with this formula, charge and spin: 0.4 kcal per mole
Charge: 0
Frontier orbital gap: 8.358 eV
DFT total energy: -29293.063 eV
SMILES: C[C@H]1C=Cc2cc(O)ccc2[C@H]1CC[C@@H](O)C[C@@H](O)CC(=O)O
Largest force on an atom: 4.0 eV Å⁻¹


[2]
Density functional theory data (ωB97M-V/def2-TZVPD) for a molecular structure, C18H24O6 in a non-equilibrium geometry.

Last column: natural (NBO) charge in e.
Element x y z (Å)
C: -5.09511 -1.03624 0.01805  -0.6401
C: -4.75057 0.41795 -0.40738  -0.0616
H: -5.37871 1.17291 0.16999  0.1817
H: -5.02523 0.57531 -1.49573  0.1968
O: -3.53778 0.63425 -0.23862  -0.4435
C: -2.67861 0.46294 -0.94362  0.8069
O: -2.92117 -0.05088 -1.91146  -0.6134
C: -1.27691 0.94315 -0.56773  -0.4003
C: -0.97421 -0.03577 0.57832  0.8271
O: -0.53332 0.21226 1.76733  -0.6863
O: -1.10632 -1.11711 0.26969  -0.4672
C: -0.82242 -2.25448 1.07938  -0.1123
C: -1.84400 -2.80574 2.02856  -0.5711
H: -2.74200 -2.80423 1.62493  0.2018
H: -1.60989 -3.45787 2.67649  0.2143
H: -2.13822 -1.76976 2.86393  0.1657
H: -0.46893 -3.38855 0.61747  0.2063
H: 0.14315 -2.10802 1.81402  0.2401
H: -1.19315 2.02225 -0.05765  0.2619
C: -0.19822 0.89324 -1.41528  -0.4056
C: 1.12260 0.54282 -1.00579  -0.0814
C: 1.64152 -0.59304 -0.91861  -0.1678
C: 2.95636 -0.89294 -0.38406  -0.1701
C: 3.49359 0.01213 0.53968  -0.0818
C: 2.98617 1.37801 0.28734  -0.3934
C: 1.87179 1.54143 -0.11497  0.3577
O: 1.13944 2.51122 -0.00777  -0.5060
C: 1.68470 3.90141 0.76484  -0.0809
C: 2.68047 4.48122 0.21124  -0.6847
H: 3.64505 3.83695 -0.04441  0.2559
H: 3.09781 5.44642 0.68525  0.2730
H: 2.36136 4.89994 -0.96523  0.2132
H: 0.82190 4.43724 0.99128  0.2134
H: 1.96047 3.22208 1.74212  0.2075
H: 3.44867 1.85816 1.16981  0.2181
H: 4.52317 -0.08270 0.90293  0.2360
C: 3.65611 -2.31454 -0.73468  0.5574
O: 4.65639 -2.55036 0.29606  -0.5881
C: 2.95427 -3.30112 -1.44291  -0.6768
H: 3.45166 -4.12676 -1.36206  0.2355
H: 2.98345 -3.03959 -2.31490  0.2148
H: 1.83113 -3.49740 -0.86268  0.2416
H: 1.16040 -1.45586 -1.66612  0.1915
H: -0.49132 -0.08233 -2.20949  0.2270
H: -0.24049 1.85944 -2.13639  0.2419
H: -6.02323 -1.35933 -0.29093  0.2188
H: -4.41139 -1.77500 -0.62502  0.2114
H: -4.81045 -1.36310 1.02477  0.2147

Cartesian forces, eV/Å:
C 3.8 -1.3 -1.6
C -9.9 -1.7 -1.3
H 0.8 -0.9 -0.4
H 0.1 -0.4 1.0
O -3.5 6.7 16.1
C 12.6 1.8 -4.8
O 0.2 -5.7 -11.5
C -2.7 2.8 7.4
C 3.9 13.9 9.5
O -1.4 1.0 -3.4
O -2.7 -16.8 -5.6
C 5.0 -4.6 3.1
C -0.5 11.0 -0.1
H -4.3 -1.2 -2.1
H 2.1 -5.3 4.0
H 1.0 -2.8 -2.1
H -0.9 3.8 -0.7
H -2.2 0.5 -2.3
H -1.1 -2.3 -0.8
C 0.4 -1.3 -10.3
C 0.5 6.0 3.8
C 2.7 -8.8 -4.0
C 0.9 -2.2 0.6
C 0.4 0.2 -5.1
C 13.2 -4.6 9.0
C -9.6 -2.6 -7.2
O -3.9 9.7 1.4
C -6.1 -10.4 6.9
C 10.1 6.1 -9.1
H -2.1 1.1 0.8
H -1.0 -1.5 -0.3
H 0.8 -1.0 3.1
H -1.6 0.6 0.0
H -0.5 2.2 -1.8
H -0.5 1.4 -1.1
H -0.7 -0.4 0.3
C 4.1 4.1 11.7
O -5.3 0.6 -7.1
C -5.0 -0.6 9.1
H 2.8 -5.2 0.6
H -1.2 2.7 -10.1
H 3.1 0.9 -2.1
H 1.1 2.0 2.2
H 0.7 2.7 1.7
H 0.4 -2.2 1.5
H -2.4 -0.3 -0.1
H -1.1 1.7 1.0
H -0.5 0.8 0.1

Calculated values
Lowest unoccupied orbital energy: -0.242 eV
ΔE to the lowest compared entry with this formula, charge and spin: 476.4 kcal per mole
Charge: 0
Frontier orbital gap: 7.768 eV
DFT total energy: -31320.651 eV
Largest force on an atom: 17.9 eV Å⁻¹


[3]
Density functional theory data (ωB97M-V/def2-TZVPD) for C18H24OS2 in the gas phase.

Last column: natural (NBO) charge in e.
Element x y z (Å)
C: 4.67719 1.34269 -0.44971  -0.6282
C: 4.98936 0.00765 0.21072  -0.1054
C: 6.03837 0.18382 1.30444  -0.6240
C: 5.44959 -1.02981 -0.80388  -0.6252
S: 3.48858 -0.62175 1.11188  0.1599
C: 2.18142 -0.59398 -0.17113  -0.5393
C: 1.04933 -1.48394 0.29447  -0.5389
S: -0.29175 -1.57210 -0.93667  0.3034
C: -1.18849 -0.07906 -0.76827  -0.0483
C: -0.95159 0.88202 0.13600  -0.4063
C: -1.75509 2.09578 0.22111  0.5595
O: -1.48244 2.99056 0.99740  -0.5546
C: -2.93058 2.19948 -0.73168  -0.5129
C: -3.46021 0.84941 -1.20710  -0.2455
C: -4.16867 0.04116 -0.14363  0.0676
C: -4.02057 0.27143 1.21674  -0.2510
C: -4.67096 -0.52865 2.14184  -0.1891
C: -5.47865 -1.56993 1.72283  -0.2200
C: -5.63868 -1.80534 0.36771  -0.2074
C: -4.98990 -1.00534 -0.55338  -0.2318
C: -2.28643 0.03882 -1.77803  -0.4546
H: 3.97599 1.22530 -1.27307  0.2088
H: 4.25397 2.03556 0.27425  0.2223
H: 5.59408 1.77622 -0.84572  0.2111
H: 6.21878 -0.76069 1.81247  0.2173
H: 5.70051 0.90885 2.04089  0.2206
H: 6.97356 0.53299 0.87142  0.2131
H: 4.72059 -1.16116 -1.60092  0.2053
H: 6.38674 -0.71013 -1.25631  0.2092
H: 5.60837 -1.98963 -0.31757  0.2199
H: 1.84577 0.43455 -0.30720  0.2207
H: 2.59870 -0.97255 -1.10344  0.2172
H: 0.62907 -1.15139 1.24244  0.2322
H: 1.39326 -2.51244 0.40543  0.2435
H: -0.15987 0.81595 0.86627  0.2255
H: -2.57674 2.76690 -1.59914  0.2371
H: -3.71607 2.79073 -0.25739  0.2421
H: -4.17572 1.02396 -2.01976  0.2231
H: -3.40049 1.07901 1.57264  0.2189
H: -4.54353 -0.33317 3.19645  0.2132
H: -5.98428 -2.19203 2.44635  0.2134
H: -6.27187 -2.61197 0.02810  0.2126
H: -5.12459 -1.19165 -1.61019  0.2042
H: -2.61352 -0.95799 -2.07993  0.2296
H: -1.89255 0.54185 -2.66773  0.2312

Cartesian forces, eV/Å:
C 0.0 -0.1 0.1
C -0.4 -0.1 0.1
C -0.2 -0.1 0.0
C 0.0 0.1 0.1
S 0.1 0.1 -0.2
C 0.6 0.2 0.3
C -0.4 0.1 -0.3
S 0.0 0.0 0.1
C 0.5 -0.1 0.2
C 0.3 -0.2 0.1
C -0.1 0.2 -0.2
O -0.1 0.0 0.0
C -0.2 0.1 0.0
C 0.1 0.0 -0.1
C -0.1 0.0 -0.1
C 0.0 0.0 0.0
C 0.0 0.0 0.1
C 0.0 0.0 0.1
C -0.1 -0.1 -0.1
C 0.0 0.0 0.0
C -0.2 0.1 -0.2
H -0.1 0.0 -0.1
H 0.0 0.1 0.0
H 0.1 0.1 -0.1
H 0.1 -0.1 0.1
H 0.0 0.1 0.1
H 0.1 0.0 -0.1
H 0.0 0.0 -0.1
H 0.1 0.0 -0.1
H 0.0 -0.1 0.0
H 0.0 -0.1 -0.1
H -0.1 0.0 0.0
H 0.0 -0.1 0.1
H -0.1 0.0 0.0
H 0.1 0.0 0.1
H 0.0 0.0 0.0
H 0.1 0.0 0.0
H 0.1 0.0 0.1
H 0.0 0.1 0.1
H 0.0 0.0 0.1
H 0.0 0.0 0.1
H -0.1 -0.1 0.0
H 0.0 0.0 -0.1
H 0.0 0.0 -0.1
H 0.0 -0.1 0.0

Calculated values
Lowest unoccupied orbital energy: 0.476 eV
ΔE to the lowest compared entry with this formula, charge and spin: 0.0 kcal per mole
Charge: 0
Frontier orbital gap: 9.055 eV
DFT total energy: -42773.907 eV
SMILES: CC(C)(C)SCCSC1=CC(=O)C[C@H](c2ccccc2)C1
Largest force on an atom: 0.7 eV Å⁻¹


[4]
Density functional theory data (ωB97M-V/def2-TZVPD) for a molecular structure, C18H25BBr21N4O3S2 in a non-equilibrium geometry.

Last column: Löwdin charge in e.
Element x y z (Å)
C: 0.88582 5.45440 0.31742  -0.2467
C: 0.30382 4.83587 -1.07346  -0.4815
S: -1.17351 3.79354 -0.60740  0.7855
C: -0.80485 1.96624 -0.81269  -0.4041
N: 0.56060 1.63400 -0.30073  0.0953
C: 1.00634 0.38882 -0.34004  -0.2677
N: 2.39508 0.08291 0.13761  -0.0104
C: 2.74740 -1.04877 -0.75250  -0.4656
S: 2.77039 -0.17747 -2.44233  0.6970
C: 1.43867 -1.95917 -0.87924  -0.2722
O: 1.23659 -3.10005 -0.04081  0.1077
B: 2.16565 -3.18368 1.05284  -0.8804
O: 3.41193 -3.90987 0.78529  0.0626
O: 2.00518 -2.56150 2.36842  -0.2786
N: 0.40794 -0.84049 -0.83464  0.0446
C: -0.91154 -1.22408 -0.22167  -0.2399
C: -0.93564 -1.25383 1.28246  0.0274
C: -2.22560 -1.63486 2.00972  0.0147
C: -3.35765 -1.89200 1.01339  -0.2155
C: -3.09344 -1.75901 -0.46736  -0.2297
N: -1.91335 -1.45613 -1.18421  0.1359
H: 1.50894 4.63410 0.80734  -0.1114
H: -0.01432 5.64368 1.00828  0.0717
H: 1.49321 6.40662 0.15496  0.0822
H: 1.08260 4.16294 -1.56459  0.0547
H: -0.00156 5.70400 -1.76287  0.0914
H: -0.98070 1.58139 -1.86841  0.1202
H: -1.55823 1.40934 -0.14122  0.0967
H: 1.21007 2.34476 0.09022  0.1165
H: 2.42013 -0.17002 1.13419  0.1314
H: 3.78535 -1.49812 -0.74651  0.1393
H: 3.16970 -1.22205 -3.29059  -0.1190
H: 1.34400 -2.30873 -1.96333  0.0816
H: 4.15262 -3.33242 1.07397  0.1065
H: 2.87889 -2.13719 2.55026  0.1351
H: -0.00351 -0.99848 1.87963  0.1067
H: -2.38572 -1.71794 3.12579  0.1202
H: -4.39404 -2.14966 1.38824  0.0083
H: -4.01093 -1.93337 -1.14950  -0.0327
C: -4.99618 4.61177 -1.94264  -1.5864
Br: -3.68123 4.84516 -3.34885  0.5577
Br: -4.63826 3.03131 -0.87678  0.5203
Br: -5.16532 6.19892 -0.84271  0.5803
H: -5.95756 4.45651 -2.42839  -0.0260
C: 1.69257 -6.21218 3.68844  -1.5019
Br: 0.17230 -7.26915 3.09868  0.5539
Br: 1.67031 -4.40903 2.93632  1.0949
Br: 1.83699 -6.17162 5.62046  0.5830
H: 2.58765 -6.70653 3.31222  -0.0178
C: -6.78926 0.09935 -2.91534  -1.5757
Br: -8.02212 0.99629 -1.71772  0.5696
Br: -5.12555 -0.35934 -2.02557  0.6659
Br: -7.59932 -1.44379 -3.76264  0.5939
H: -6.54339 0.80512 -3.70658  -0.0238
C: 4.53263 3.90693 -0.35992  -1.5143
Br: 4.70755 5.47872 -1.48104  0.6063
Br: 3.51582 4.26993 1.25062  0.6619
Br: 3.78434 2.40798 -1.32922  0.6296
H: 5.53659 3.62570 -0.04735  -0.0204
C: 1.48226 -3.33413 -5.65611  -1.5933
Br: 0.22912 -2.44588 -4.47238  0.5981
Br: 3.14701 -3.75568 -4.75244  0.5816
Br: 0.69966 -4.89629 -6.49298  0.5958
H: 1.72092 -2.63187 -6.45234  -0.0222
C: 5.63513 5.61945 4.65571  -1.6082
Br: 5.00808 7.03936 3.49475  0.5506
Br: 4.16904 4.55072 5.34144  0.5449
Br: 6.98219 4.52471 3.79078  0.5506
H: 6.11122 6.09386 5.51146  -0.0249
C: -4.54012 -5.93784 2.46842  -1.5733
Br: -4.32982 -4.35199 1.36621  0.7511
Br: -5.53265 -5.55785 4.08965  0.5794
Br: -5.31705 -7.41072 1.47486  0.5771
H: -3.54200 -6.24898 2.77113  -0.0360

Cartesian forces, eV/Å:
C -1.3 -0.8 -0.3
C 1.1 0.5 0.7
S 0.3 -0.5 -0.1
C -0.8 0.2 0.3
N 0.0 -2.3 -0.5
C 1.2 -2.4 1.0
N -1.4 -0.2 -1.1
C -0.3 -0.1 -1.8
S 0.7 -1.1 -0.6
C 0.4 0.1 -2.0
O 1.1 1.9 1.5
B 1.1 -1.8 -1.4
O -1.1 3.0 0.1
O 2.0 6.6 -4.3
N -0.5 1.7 2.8
C -0.5 0.5 0.5
C -2.7 -0.7 -0.6
C 0.0 0.4 -5.0
C 3.3 1.9 -0.3
C -0.5 -0.5 0.6
N -0.3 -0.2 6.1
H -1.8 1.8 -0.9
H 1.4 0.1 -1.1
H -0.7 -1.4 0.2
H -1.0 1.1 0.4
H 0.2 -1.7 0.8
H 0.7 0.5 1.2
H 1.0 1.1 -1.0
H -0.6 -0.5 -0.5
H -0.3 0.3 -0.5
H -1.5 0.4 1.0
H -0.4 0.8 1.1
H 0.3 0.1 1.7
H -0.3 -1.0 -0.1
H -0.8 -0.5 0.5
H -1.3 -0.5 -1.0
H 0.5 0.2 -1.6
H 1.6 1.1 -0.8
H 2.1 -0.3 1.6
C 0.0 0.1 0.0
Br -0.2 0.0 0.2
Br -0.2 0.3 -0.2
Br 0.1 -0.3 -0.2
H 0.2 0.0 0.1
C -0.4 -0.7 -0.4
Br 0.2 0.1 0.1
Br -1.2 -6.1 4.0
Br -0.1 0.2 -0.4
H -0.2 0.0 0.1
C -0.2 0.2 -0.2
Br 0.3 -0.2 -0.2
Br -1.1 0.5 -0.7
Br 0.2 0.3 0.2
H -0.1 -0.2 0.2
C 0.2 0.2 -0.1
Br -0.1 -0.3 0.3
Br 1.9 -0.6 0.3
Br 0.6 0.8 0.1
H -0.2 0.0 -0.1
C -0.1 0.0 -0.2
Br 0.1 -0.2 -0.2
Br -0.3 0.1 -0.1
Br 0.2 0.3 0.3
H 0.0 -0.2 0.2
C 0.0 0.1 0.0
Br 0.1 -0.3 0.2
Br 0.2 0.2 -0.2
Br -0.3 0.2 0.1
H -0.1 -0.1 -0.2
C -0.1 -0.4 0.0
Br -0.3 -1.8 0.6
Br 0.2 0.0 -0.4
Br 0.1 0.3 0.2
H -0.2 0.1 -0.1

Calculated values
Lowest unoccupied orbital energy: -3.508 eV
Charge: +1
Frontier orbital gap: 7.921 eV
DFT total energy: -1524399.449 eV
Largest force on an atom: 8.1 eV Å⁻¹